Entry 1:
The following is a DFT calculation (the ωB97M-V functional and the def2-TZVPD basis) of a cluster of 2 separate species, C3H3FO2 in total at a distorted geometry.

```
9
Properties=species:S:1:pos:R:3:forces:R:3:mulliken_charge:R:1
C -1.4908 -0.2006 -0.6771 0.0 -0.4 -3.3 0.813
C 1.3046 0.4618 0.3990 1.7 -0.3 -1.8 0.070
C -1.6228 -0.5548 0.5301 5.3 1.0 2.5 -0.918
O -1.3702 -0.0816 -1.8306 0.1 0.6 0.3 -0.398
O 2.3357 0.3217 -0.4599 -0.4 0.9 1.0 -0.360
F 1.6977 1.4343 1.1943 0.0 -0.3 -0.1 -0.173
H -0.6502 -0.3835 1.1506 -2.2 -0.5 -1.2 0.242
H 2.2873 -0.2412 -1.2571 -0.9 0.0 0.9 0.362
H -2.4912 -0.7560 0.9509 -3.8 -0.9 1.8 0.363
```
Positions in Å, forces in eV/Å.

Values from the calculation:
- charge = 0
- frontier orbital gap (eV) = 9.602
- LUMO energy (eV) = 0.4
- highest occupied orbital energy (eV) = -9.17

Entry 2:
The following is a DFT calculation (the ωB97M-V functional and the def2-TZVPD basis) of a cluster of 2 separate species, C3H3FO2 in total at a distorted geometry.

```
9
Properties=species:S:1:pos:R:3:forces:R:3:mulliken_charge:R:1
C -3.0970 1.3268 0.0246 -0.1 -1.4 0.1 -0.219
C -3.5735 0.2176 0.0746 -2.0 -0.6 -0.4 0.122
C 0.9860 -0.4102 -0.0277 0.0 1.0 1.9 -0.166
O -0.9068 -1.6672 -0.1411 -1.0 -0.2 -1.4 -0.481
O -0.0091 -0.9776 0.4805 1.7 0.1 1.5 0.112
F -4.4478 -0.7393 -0.0037 1.1 0.6 0.4 -0.191
H -2.2133 1.7733 -0.2750 1.0 1.3 -0.1 0.287
H 1.6711 0.0278 0.7096 -0.5 -0.3 -0.1 0.240
H 1.1181 -0.0911 -1.0141 -0.3 -0.5 -1.9 0.296
```
Positions in Å, forces in eV/Å.

Values from the calculation:
- charge = 0
- frontier orbital gap (spin up / spin down) (eV) = 9.189 / 9.192
- LUMO energy (spin up / spin down) (eV) = -0.6 / -0.6
- highest occupied orbital energy (spin up / spin down) (eV) = -9.79 / -9.79

Entry 3:
The following is a DFT calculation (the ωB97M-V functional and the def2-TZVPD basis) of an isolated molecule of C3H3FO2 at a distorted geometry.

```
9
Properties=species:S:1:pos:R:3:forces:R:3:mulliken_charge:R:1
C -0.8322 -0.1121 0.0119 2.8 0.9 0.1 0.498
C 0.6953 0.0355 0.0307 -1.0 -0.9 -0.1 0.723
C 1.4165 1.0944 -0.0647 1.5 3.1 0.2 -0.815
H -0.9535 1.7454 0.2787 0.1 0.2 -0.1 0.309
H 1.0564 2.0971 -0.0028 -0.8 0.4 -0.2 0.144
H 2.5005 1.1477 -0.1160 -0.1 -0.8 0.0 0.272
O -1.5109 1.0120 0.0011 -0.8 1.1 0.2 -0.443
O -1.3180 -1.1680 -0.0512 -1.4 -2.4 -0.2 -0.450
F 1.3722 -1.0943 0.0415 -0.3 -1.5 0.0 -0.238
```
Positions in Å, forces in eV/Å.

Values from the calculation:
- charge = 0
- SMILES = C=C(F)C(=O)O
- frontier orbital gap (eV) = 11.369
- LUMO energy (eV) = 0.5
- highest occupied orbital energy (eV) = -10.88

Entry 4:
The following is a DFT calculation (the ωB97M-V functional and the def2-TZVPD basis) of a cluster of 2 separate species, C3H3FO2 in total at a distorted geometry.

```
9
Properties=species:S:1:pos:R:3:forces:R:3:mulliken_spin:R:1
C -2.2951 -0.1376 -0.1202 2.9 1.9 0.6 -0.003
C 2.1094 0.1983 0.0668 0.2 -0.1 -1.2 0.234
C 1.1375 -0.7245 -0.5827 1.5 -1.3 -0.4 1.585
O -3.1280 -0.4075 -0.8889 -0.5 -0.2 -0.2 0.001
O 0.6583 0.2435 0.1235 -2.3 1.5 1.2 0.155
F -2.0653 -0.7287 1.0527 -1.0 -1.4 0.9 0.002
H 2.5491 -0.0072 1.0464 0.2 0.1 -0.6 0.011
H 2.4355 0.9750 -0.6414 0.6 -0.3 0.9 0.011
H -1.4014 0.5887 -0.0562 -1.7 -0.3 -1.4 0.005
```
Positions in Å, forces in eV/Å.

Values from the calculation:
- charge = 0
- 2S+1 = 3
- frontier orbital gap (spin up / spin down) (eV) = 8.519 / 9.261
- LUMO energy (spin up / spin down) (eV) = 0.9 / -2.4
- highest occupied orbital energy (spin up / spin down) (eV) = -7.63 / -11.62

Entry 5:
The following is a DFT calculation (the ωB97M-V functional and the def2-TZVPD basis) of a structure of composition C3H3FO2Tl at a distorted geometry.

```
10
Properties=species:S:1:pos:R:3:forces:R:3:mulliken_charge:R:1
F 4.6843 -0.0281 0.0092 3.1 -1.2 -0.2 -0.385
H 5.5074 -0.5551 -0.0194 -1.7 1.3 0.0 0.417
H -2.9390 0.7197 0.7803 0.4 -1.9 -0.1 0.287
O -1.1645 -0.5498 0.6883 0.8 -1.0 0.5 -0.245
O -0.7089 0.8800 -0.8466 1.1 -0.1 0.3 -0.079
C -2.4209 -0.0975 0.1261 -0.8 2.1 0.2 -0.030
C -2.0264 0.8965 -0.8452 -0.9 0.1 -1.5 -0.305
C -0.1792 -0.0456 0.0641 -2.2 0.6 -0.1 0.034
H -3.0124 -0.9387 -0.2599 -0.1 0.4 0.6 0.380
Tl 2.2597 -0.2812 0.3031 0.5 -0.3 0.4 0.927
```
Positions in Å, forces in eV/Å.

Values from the calculation:
- charge = +1
- frontier orbital gap (eV) = 8.464
- LUMO energy (eV) = -5.0
- highest occupied orbital energy (eV) = -13.47

Entry 6:
The following is a DFT calculation (the ωB97M-V functional and the def2-TZVPD basis) of a structure of composition C3H3FO2Tl at a distorted geometry.

```
10
Properties=species:S:1:pos:R:3:forces:R:3:mulliken_charge:R:1
H 1.7319 -1.1751 0.8257 -1.4 -0.9 -0.3 0.314
C -0.4183 -0.8191 0.4949 0.2 2.2 -0.8 -0.057
C 0.7463 -1.7523 0.7001 1.5 1.0 1.7 -0.010
O 0.9293 -2.5871 -0.5325 0.1 -0.4 -0.5 0.173
C 1.0739 -3.2685 -1.4415 0.0 -0.2 -0.3 0.264
O -0.4373 0.1914 1.1530 -0.2 -2.0 0.1 -0.351
F 1.8195 3.0027 1.3327 2.3 -0.1 0.3 -0.610
H -1.0543 -0.9273 -0.4041 -0.2 -0.5 0.4 0.363
H 0.6063 -2.4906 1.4968 0.0 0.1 -0.2 0.290
Tl -0.1346 2.8067 1.0423 -2.3 0.9 -0.4 0.625
```
Positions in Å, forces in eV/Å.

Values from the calculation:
- charge = +1
- frontier orbital gap (eV) = 6.037
- LUMO energy (eV) = -6.1
- highest occupied orbital energy (eV) = -12.11

Entry 7:
The following is a DFT calculation (the ωB97M-V functional and the def2-TZVPD basis) of an isolated molecule of C3H3FOS at a distorted geometry.

```
9
Properties=species:S:1:pos:R:3:forces:R:3:mulliken_charge:R:1
C 1.1115 -0.1865 0.6790 -0.1 -0.2 -1.5 -0.076
C -0.1342 -0.6748 0.7156 0.9 -0.8 0.5 -0.075
C -0.9474 0.5969 -1.0302 -0.6 0.2 -0.8 -0.109
H 1.5863 0.2685 -0.2319 -0.7 -0.3 1.1 0.319
H -0.5418 -1.3315 1.5090 0.4 0.8 -0.5 0.349
H -0.2841 1.3197 -0.5648 -0.1 0.1 0.1 0.307
O -0.9779 -0.5816 -0.3768 0.0 0.7 0.0 -0.239
F 1.9936 -0.3602 1.6594 -0.1 0.0 0.5 -0.227
S -1.8060 0.9495 -2.3593 0.4 -0.4 0.6 -0.249
```
Positions in Å, forces in eV/Å.

Values from the calculation:
- charge = 0
- SMILES = F/C=C/OC=S
- frontier orbital gap (eV) = 9.178
- LUMO energy (eV) = 0.0
- highest occupied orbital energy (eV) = -9.20

Entry 8:
The following is a DFT calculation (the ωB97M-V functional and the def2-TZVPD basis) of an isolated molecule of C3H3FOS at a distorted geometry.

```
9
Properties=species:S:1:pos:R:3:forces:R:3:mulliken_charge:R:1
C -0.9516 -0.5878 -0.0076 0.7 0.2 -0.1 0.132
C 0.4006 0.0838 -0.0240 -0.8 0.9 0.2 0.680
C 0.6674 1.3898 0.0124 -0.7 -0.9 -0.2 -0.727
H 0.1390 -2.1061 0.0353 -0.9 -0.1 -0.1 0.443
H 1.6952 1.6864 0.0179 0.3 0.3 0.0 0.296
H -0.1471 2.1239 -0.0135 0.5 -0.5 0.1 0.264
O -0.8303 -1.9062 0.0041 0.7 -0.5 0.1 -0.489
F 1.4048 -0.8437 -0.0156 0.2 0.4 0.0 -0.297
S -2.3780 0.1599 -0.0087 -0.1 0.2 0.0 -0.303
```
Positions in Å, forces in eV/Å.

Values from the calculation:
- charge = 0
- SMILES = C=C(F)C(O)=S
- frontier orbital gap (eV) = 8.674
- LUMO energy (eV) = -0.5
- highest occupied orbital energy (eV) = -9.16

Entry 9:
The following is a DFT calculation (the ωB97M-V functional and the def2-TZVPD basis) of a cluster of 2 separate species, C3H3FS2 in total at a distorted geometry.

```
9
Properties=species:S:1:pos:R:3:forces:R:3:mulliken_charge:R:1
C 1.4500 -0.0300 -0.1342 1.5 -1.4 0.1 -0.128
C 1.3824 -1.2994 0.0990 -1.2 1.5 -0.3 -0.213
C 0.2957 0.8881 -0.1241 -0.8 1.8 0.1 0.448
F -3.2718 0.0149 0.8409 0.3 -0.4 -0.5 -0.230
S 0.4711 2.4846 -0.1225 -0.1 -0.6 0.0 -0.167
S -2.6859 -0.8735 -0.4261 0.4 0.3 0.7 -0.050
H 2.4012 0.4600 -0.2955 0.1 0.1 0.0 0.322
H 0.6473 -2.0568 0.2587 -0.1 -1.0 0.1 0.326
H -0.6899 0.4120 -0.0961 -0.1 -0.3 -0.1 -0.307
```
Positions in Å, forces in eV/Å.

Values from the calculation:
- charge = 0
- frontier orbital gap (spin up / spin down) (eV) = 3.960 / 3.979
- LUMO energy (spin up / spin down) (eV) = -4.0 / -4.0
- highest occupied orbital energy (spin up / spin down) (eV) = -7.93 / -8.01

Entry 10:
The following is a DFT calculation (the ωB97M-V functional and the def2-TZVPD basis) of an isolated molecule of C3H3I2NOS at a distorted geometry.

```
11
Properties=species:S:1:pos:R:3:forces:R:3:mulliken_charge:R:1
C -0.7776 -0.9893 -2.2444 0.4 0.5 1.2 0.556
C -0.8109 0.6544 -0.2802 0.7 1.7 0.9 -0.366
C 1.5829 -0.5668 -0.0324 1.3 0.0 0.3 -0.527
N -0.7894 -0.2764 -1.2802 -1.0 -1.7 -2.2 -0.162
O -0.6961 -1.7624 -3.1270 -0.3 0.8 0.2 -0.490
S 1.0142 1.0261 0.1270 -0.7 0.5 -0.4 -0.066
I 1.3130 -2.1145 1.3687 0.6 1.4 0.1 0.214
I -0.0085 -3.7609 -0.6084 -0.5 -1.0 -0.6 -0.209
H -1.3996 1.5984 -0.4967 1.0 -1.0 0.1 0.344
H -1.0915 0.3020 0.7005 -0.8 -0.6 -0.1 0.265
H 2.5379 -0.5929 -0.5875 -0.6 -0.5 0.6 0.442
```
Positions in Å, forces in eV/Å.

Values from the calculation:
- charge = 0
- frontier orbital gap (spin up / spin down) (eV) = 6.412 / 7.051
- LUMO energy (spin up / spin down) (eV) = -1.6 / -1.7
- highest occupied orbital energy (spin up / spin down) (eV) = -8.02 / -8.72

Energy relative to the best compared isomer or geometry (same formula, charge and spin) / eV: 3.1900; 8.3665; 0.4656; 2.4600; 1.7580; 2.3778; 1.3241; 0.3258; 6.6060; 0.0694
Electronic energy / Ha: -366.3309; -366.1406; -366.4310; -366.2102; -538.5228; -538.5000; -689.3334; -689.3701; -1012.0725; -1239.5759